88
Properties=species:S:1:pos:R:3:forces:R:3:mulliken_charge:R:1 method="wB97M-V/def2-TZVPD" largest_force_ev_per_a=3.45 spin_multiplicity=5 lumo_ev="-4.33 / -4.34" de_lowest_kcal_mol=0.0 e_tot_ha=-3055.39636 mol_weight_g_mol=581.66 homo_energy_ha="-0.469 / -0.491" charge=+2 orbital_gap_ev="8.43 / 9.02"
Cr -0.1757 0.4486 0.8956 -0.5 -0.7 -0.4 0.5367
P 1.7137 -1.5526 -1.4800 0.6 -2.0 -2.8 -2.5276
O -1.9269 -2.7128 -0.4238 0.4 -0.2 -0.4 0.0246
O -1.9408 4.9659 3.6262 -0.3 -0.2 -0.1 -0.2914
O -1.3378 -1.3944 1.2559 -0.9 -0.6 0.1 -0.3104
O 0.9371 -0.7432 -0.5131 0.3 0.1 1.0 1.6994
O 1.6028 1.6356 0.6263 1.0 1.0 0.2 0.5091
O -2.4121 0.0959 -2.3361 0.6 -0.5 0.3 -0.1890
O -1.3207 1.1514 -0.7279 0.2 0.2 0.2 -0.1759
N 1.8088 -3.1867 -1.1012 -0.6 1.4 0.5 0.8953
N 1.0553 -1.5642 -3.0361 0.4 0.3 0.8 0.3283
N 1.0611 -0.1600 2.5593 1.1 0.9 -0.3 -0.0608
N -1.5648 1.5692 2.2051 -0.3 0.5 0.7 -0.0347
N 3.2830 -1.0437 -1.7379 -1.0 0.5 0.1 0.7385
C -3.1170 1.9074 -3.6261 -1.4 0.1 0.0 -0.7985
C -1.2859 3.0302 2.4138 0.0 0.3 0.2 0.8600
C 1.5378 -3.6194 0.2490 -0.4 -0.7 0.3 -0.5710
C 1.0378 -0.2882 -3.7282 0.6 0.9 0.4 -0.7995
C -2.6364 -3.4395 1.6691 0.4 -0.8 -0.7 -0.4924
C 2.8699 0.7575 4.0256 0.6 -0.7 1.2 -1.7084
C 0.0636 -2.5315 -3.4893 0.1 0.1 -0.3 -0.8092
C 2.5897 1.5616 1.6435 0.1 -0.8 0.9 -0.8374
C 4.0457 -1.2802 -2.9590 0.4 0.3 0.1 -1.2730
C -1.5855 3.8431 1.1839 0.0 0.4 -0.7 -1.4428
C -2.0376 3.5757 3.6481 0.4 -0.3 -0.4 -0.9411
C -3.3058 0.3969 -3.4011 -0.5 1.3 -1.7 -0.5142
C 1.9094 1.0243 2.9121 -0.7 1.0 -0.2 0.7030
C -2.7915 5.5872 4.5732 0.1 0.3 0.5 -0.7745
C -1.9396 -2.3807 0.8536 0.1 0.6 0.5 0.0328
C -3.3899 -4.2324 0.6032 0.5 -0.3 -0.1 -0.6756
C 2.4291 -4.1764 -1.9716 0.0 0.0 0.4 -1.1437
C -2.8686 2.3626 -2.2028 1.9 1.4 -0.1 -0.4766
C -2.0931 1.1956 -1.6630 -1.1 -0.7 0.3 0.2455
C -2.4858 -4.0373 -0.6229 -1.5 0.1 -0.2 -0.4758
C 4.0894 -0.6602 -0.5867 0.0 0.6 -0.7 -1.1047
C 2.0891 2.1675 -0.6011 0.4 0.1 -0.4 -0.6509
H -4.3778 -3.8030 0.4442 0.0 0.0 -0.1 0.3035
H -1.7522 -4.0246 1.9636 -0.3 -0.2 0.5 0.2452
H -2.4980 1.4693 1.8002 0.1 0.1 -0.1 0.3077
H 0.2330 0.3910 -3.4135 -0.3 -0.4 -0.1 -0.1833
H -2.3172 2.1303 -4.3306 0.3 -0.1 0.4 0.3141
H -1.5663 3.1643 4.5506 -0.1 -0.1 0.2 0.4515
H -0.2198 -3.1876 -2.6737 0.0 -0.2 -0.1 0.0901
H 0.7738 -4.4085 0.2580 0.0 0.0 0.0 0.2262
H -3.5060 -5.2861 0.8469 0.0 0.0 0.1 0.3621
H 3.2451 1.6607 4.5075 0.1 0.1 -0.4 0.4252
H 4.7039 -0.4220 -3.1198 0.0 0.0 0.0 0.3978
H 1.2198 1.7957 3.2728 0.0 -0.1 -0.1 -0.2648
H 2.4166 -4.0687 0.7253 0.1 0.2 0.0 0.2775
H 2.7614 -3.7285 -2.9023 -0.1 0.0 -0.1 0.3395
H -1.2333 3.3733 0.2647 0.0 -0.2 0.1 0.1209
H 1.7734 -0.8481 2.3085 -0.6 -0.5 0.1 0.2197
H 4.6811 -2.1620 -2.8467 0.0 -0.1 -0.1 0.3020
H 2.9446 1.5896 -0.9616 -0.4 -0.1 -0.1 0.0326
H 1.2717 2.1210 -1.3162 0.0 0.0 0.0 0.0136
H -0.8231 -2.0258 -3.8738 -0.1 0.2 0.3 0.2394
H -3.7103 2.6909 -1.5933 -0.3 -0.7 0.0 0.3622
H -3.2561 -3.1949 2.5227 0.4 0.6 0.1 0.4528
H -3.0815 -4.0255 -1.5350 0.2 0.3 -0.1 0.3082
H 3.4355 -1.3655 -3.8529 -0.2 -0.2 0.2 0.4079
H 0.4466 -3.0991 -4.3422 0.1 -0.2 0.2 0.3561
H 3.0996 2.5041 1.8506 -0.4 0.3 -0.1 0.4765
H 5.0405 -1.1934 -0.6129 -0.2 -0.3 0.4 0.5699
H 1.1540 -2.8148 0.8760 0.1 0.1 -0.2 -0.1884
H 1.7105 -4.9787 -2.1535 0.0 0.0 -0.3 0.3198
H 0.5797 -0.4454 3.4057 0.1 -0.4 -0.1 0.3695
H -1.7188 -4.7917 -0.7776 0.4 0.2 0.4 0.3160
H -3.8194 5.2134 4.5464 0.0 -0.1 -0.3 0.3304
H 4.3463 0.4067 -0.6487 0.1 -0.2 0.0 0.2301
H -4.0024 2.3674 -4.0673 -0.1 -0.1 0.1 0.4083
H 2.3891 0.2162 4.8493 -0.3 0.1 -0.1 0.4318
H 3.7148 0.1040 3.7832 0.0 0.3 -0.4 0.3721
H 2.4463 3.1964 -0.5069 -0.3 0.1 0.3 0.4028
H -1.7222 1.2531 3.1666 0.3 -0.6 -0.3 0.3394
H -2.6534 4.0506 1.0689 0.0 -0.2 0.1 0.3494
H -4.3452 0.1682 -3.1656 0.2 -0.2 0.4 0.3804
H 3.5097 -0.7751 0.3289 0.3 -0.4 0.0 0.1162
H 3.4019 0.8635 1.4000 -0.2 0.1 -0.3 0.2469
H -1.0982 4.8171 1.2096 0.0 0.0 0.3 0.4268
H -2.1971 3.2274 -2.1309 -0.1 0.0 -0.2 0.3163
H -3.0582 -0.0925 -4.3427 0.3 -0.6 0.5 0.3393
H 1.0293 -0.3671 -4.8145 -0.1 -0.3 0.0 0.4393
H -3.0807 3.2329 3.6291 -0.1 0.1 -0.1 0.4802
H -0.2245 3.1128 2.6551 0.1 0.0 -0.2 -0.3628
H 3.2917 -4.6362 -1.4819 0.1 0.1 0.0 0.3424
H 1.9424 0.2637 -3.4500 0.0 -0.1 -0.2 0.3758
H -2.7883 6.6509 4.3517 0.0 0.0 0.0 0.2574
H -2.4198 5.4378 5.5925 0.1 0.0 0.0 0.3128

***

18
Properties=species:S:1:pos:R:3:forces:R:3:mulliken_charge:R:1 method="wB97M-V/def2-TZVPD" largest_force_ev_per_a=1.10 lumo_ev=0.95 de_lowest_kcal_mol=4.8 e_tot_ha=-289.96397 mol_weight_g_mol=97.16 homo_energy_ha=-0.415 charge=0 orbital_gap_ev=12.25
N -2.1397 -2.0322 1.3610 0.7 0.9 0.2 -0.4654
C -1.0983 1.2995 1.7878 0.0 0.0 0.0 -1.5796
C 1.1859 -0.3830 -0.7137 0.0 0.0 0.0 -0.3055
C -0.5096 0.0161 1.1847 0.0 0.0 0.0 0.6720
C -1.4166 -1.1285 1.3597 -0.6 -0.8 0.0 0.0422
C 1.3451 -0.5068 -2.2259 0.0 0.0 -0.1 -1.2850
C -0.2101 0.1068 -0.3361 0.0 0.0 -0.1 -0.8556
H 1.9387 0.3059 -0.3095 -0.1 -0.1 0.0 0.3175
H 0.4194 -0.2190 1.7212 -0.1 0.0 -0.1 0.2498
H -2.0153 1.5953 1.2695 0.1 -0.1 0.0 0.3578
H -0.9487 -0.5018 -0.8698 0.1 0.2 0.0 0.4062
H -0.3540 1.1378 -0.6816 0.1 -0.1 0.1 0.3197
H -0.3747 2.1161 1.6933 -0.1 -0.2 0.0 0.3820
H 1.1112 0.4412 -2.7254 0.1 -0.1 0.1 0.3203
H 0.6623 -1.2679 -2.6202 0.1 0.1 0.0 0.3419
H 1.3718 -1.3571 -0.2411 -0.1 0.1 -0.1 0.3179
H -1.3319 1.1704 2.8492 0.0 0.0 -0.2 0.4099
H 2.3644 -0.7928 -2.5031 -0.1 0.0 0.0 0.3537